(1)
DFT (ωB97M-V/def2-TZVPD) results for a 2-piece molecular cluster, C23H35F8N4O2 overall.

Orbital gap ... 8.0 eV
Total charge ... +1
E_HOMO ... -0.45902 Ha

Cartesian coordinates (Å):
C -1.559 -0.680 -1.238
C -1.567 -0.775 0.185
N -1.466 -0.828 1.713
C -2.834 -0.413 2.207
N -4.026 -1.144 2.299
C -5.204 -0.388 2.900
C -6.343 0.384 3.276
O -4.027 -2.431 1.913
C -5.125 -2.744 0.987
C -4.957 -2.092 -0.521
C -4.495 -3.332 -1.544
C -6.413 -1.562 -1.151
C -7.475 -2.778 -1.437
C -7.055 -0.303 -0.302
N -2.587 1.038 2.624
C -1.131 1.450 2.643
N -0.538 2.106 3.870
C -0.340 0.209 1.907
C 1.037 -0.391 2.565
C 2.288 -0.570 1.521
C 1.870 -1.039 0.007
C 3.127 -1.471 -0.957
C 2.458 -2.165 -2.319
H -2.014 -0.590 -2.337
H -7.277 1.113 3.408
H -5.091 -3.926 0.825
H -6.208 -2.533 1.428
H -4.223 -1.182 -0.576
H -3.381 -3.636 -1.355
H -5.146 -4.311 -1.335
H -4.683 -3.056 -2.669
H -6.123 -1.115 -2.218
H -7.219 -3.267 -2.495
H -7.550 -3.583 -0.588
H -8.539 -2.263 -1.599
H -7.222 -0.610 0.817
H -8.069 -0.023 -0.839
H -6.305 0.602 -0.441
H -3.290 1.740 2.304
H -1.110 2.346 1.860
H -0.928 3.090 3.983
H 0.483 2.286 3.642
H -0.202 0.650 0.806
H 1.428 0.333 3.430
H 0.875 -1.441 3.109
H 2.972 -1.442 1.962
H 3.005 0.373 1.454
H 1.375 -0.083 -0.510
H 1.074 -1.894 -0.050
H 3.714 -0.525 -1.343
H 3.804 -2.222 -0.352
H 1.415 -1.642 -2.568
H 3.143 -2.005 -3.258
H 2.192 -3.309 -2.156
C 6.575 3.031 -2.742
C 8.035 3.397 -2.437
C 8.845 2.300 -1.756
F 8.340 1.943 -0.555
F 10.116 2.725 -1.517
F 8.063 4.553 -1.722
F 8.635 3.690 -3.635
O 5.600 3.469 -1.791
C 5.431 2.622 -0.655
C 5.854 3.295 0.658
F 7.148 3.703 0.620
F 5.751 2.433 1.704
F 6.067 1.449 -0.879
F 4.104 2.324 -0.609
H 6.308 3.562 -3.664
H 6.451 1.971 -2.994
H 8.910 1.408 -2.384
H 5.232 4.168 0.868

Atomic forces in eV per Å
-1.40 -0.65 10.12
-1.14 -0.23 -9.23
-1.65 -0.38 -3.99
2.12 3.90 0.37
1.09 5.43 1.42
-7.56 4.95 1.66
8.42 -5.42 -3.43
-1.04 -0.63 -0.27
-1.73 -1.23 -2.28
-1.17 -0.82 -1.09
-0.03 -0.23 0.47
0.45 0.34 -0.25
-0.47 0.87 -0.92
0.32 -0.64 -1.10
-1.18 -3.62 -0.31
0.50 2.43 -2.76
-0.03 0.08 -0.70
-0.09 1.70 0.31
0.67 0.01 0.84
0.79 -1.16 -0.40
0.06 1.26 -0.63
-1.10 -0.11 -0.42
-0.48 0.11 0.20
1.47 -0.26 3.03
2.59 -2.07 -0.17
0.30 2.71 0.82
2.52 -0.05 -0.50
-1.21 -1.89 0.36
-2.02 0.68 -0.48
1.32 2.26 -0.36
0.57 -0.39 2.23
-0.62 -0.97 2.26
-0.50 0.80 2.58
0.18 1.57 -1.67
2.23 -1.26 0.52
0.24 0.87 -2.21
2.01 -0.48 1.35
-1.61 -1.77 0.67
0.65 -1.07 0.75
-0.20 -2.04 1.12
0.40 -1.82 -0.33
-1.58 -0.52 0.32
0.37 -1.14 2.68
-1.12 -1.51 -1.86
-0.11 2.38 -1.37
-1.47 1.92 -0.79
-1.78 -1.82 0.15
0.91 -2.10 0.94
1.49 1.52 0.49
-0.99 -1.92 1.18
-1.15 1.56 -1.48
2.28 -0.94 0.60
-1.28 -0.57 1.91
0.81 2.40 -0.38
-0.62 0.15 -0.94
-0.43 1.04 0.03
1.20 -0.38 0.34
0.33 0.07 -0.32
-0.31 0.16 -0.30
0.10 -0.48 -0.06
-0.07 -0.58 0.32
0.55 -1.09 1.62
-0.06 -0.09 -2.21
0.63 0.50 0.72
-0.80 -0.03 -0.09
-0.28 -0.12 -0.46
-0.73 0.24 0.64
0.32 0.28 0.45
0.16 0.11 0.32
0.23 0.20 0.28
-0.14 0.06 -0.13
-0.12 -0.08 -0.20

---

(2)
DFT (ωB97M-V/def2-TZVPD) results for one molecule with the formula C23H35N5OS2.

Orbital gap ... 7.2 eV
SMILES ... CCCCN(CCCCc1nc2c(CCC(N)=O)cccc2nc1N)C(=S)SCCC
Total charge ... 0
E_HOMO ... -0.28913 Ha

Cartesian coordinates (Å):
C 2.353 -3.954 0.848
C 0.948 -3.265 0.358
C 0.147 -4.247 -0.676
C -1.429 -4.325 -0.411
N -2.263 -3.187 -0.858
C -1.739 -2.389 -1.986
C -0.790 -1.148 -1.623
C -1.102 0.165 -2.551
C -0.925 1.466 -1.619
C 0.588 2.017 -1.560
N 1.319 1.804 -0.357
C 2.643 2.369 -0.397
C 3.539 2.201 0.896
C 3.050 1.400 2.217
C 1.617 1.885 2.773
C 0.693 0.548 2.888
N 0.243 -0.045 4.172
O 0.368 -0.046 1.828
C 4.989 2.802 0.983
C 5.552 3.564 -0.276
C 4.656 3.705 -1.525
C 3.185 3.117 -1.638
N 2.509 3.320 -2.895
C 1.207 2.746 -2.792
N 0.337 2.858 -4.006
C -2.889 -2.415 0.207
S -2.219 -1.941 1.663
S -4.685 -1.935 -0.082
C -4.861 -0.089 0.010
C -5.162 0.420 1.536
C -4.447 1.860 1.675
H 2.557 -3.788 1.963
H 3.201 -3.482 0.223
H 2.384 -5.081 0.662
H 0.364 -3.062 1.318
H 1.251 -2.273 -0.116
H 0.567 -5.304 -0.438
H 0.449 -4.059 -1.774
H -1.578 -4.551 0.714
H -1.815 -5.277 -0.956
H -2.657 -1.949 -2.547
H -1.214 -3.054 -2.776
H 0.292 -1.452 -1.907
H -0.786 -0.826 -0.529
H -2.183 0.153 -2.921
H -0.355 0.145 -3.420
H -1.369 1.343 -0.563
H -1.550 2.307 -2.114
H 3.820 1.583 3.062
H 3.047 0.258 2.020
H 1.047 2.582 2.063
H 1.672 2.397 3.803
H -0.386 0.579 4.697
H 1.094 -0.286 4.701
H 5.611 2.683 1.934
H 6.616 4.004 -0.276
H 5.093 4.275 -2.420
H 0.354 1.903 -4.427
H 0.849 3.457 -4.675
H -5.828 0.169 -0.577
H -4.025 0.502 -0.495
H -4.813 -0.347 2.306
H -6.293 0.603 1.674
H -3.366 1.673 2.004
H -5.029 2.568 2.360
H -4.452 2.349 0.625

Atomic forces in eV per Å
0.08 0.37 -0.67
0.98 -0.75 0.32
0.81 -0.28 1.05
0.89 -1.69 0.10
-0.10 0.79 1.99
-0.83 1.21 -1.62
0.98 0.20 -1.21
0.24 -0.56 1.56
0.27 1.44 -1.06
1.69 -0.06 1.43
0.73 2.39 -4.65
0.90 0.24 0.16
2.83 1.50 -0.60
0.34 0.54 -0.38
-1.04 -0.98 0.49
-0.97 -1.08 -3.09
0.80 0.71 -1.00
1.21 2.14 3.88
-3.27 -0.08 -3.34
-3.79 -1.25 -0.90
0.26 -1.08 2.79
2.45 0.48 1.40
-3.46 -2.98 4.41
1.15 0.41 -0.12
2.14 -0.89 1.29
0.19 0.77 0.24
-0.59 -0.91 -1.73
1.11 0.09 -1.17
-1.12 0.80 1.04
0.04 0.99 -0.72
-0.26 -0.49 -0.46
-0.30 -0.07 -1.64
-1.12 -0.86 1.16
-0.16 1.50 0.25
0.42 -0.20 -1.67
-0.77 -1.31 0.72
-0.92 1.60 -0.46
-0.67 -0.10 1.71
0.14 0.69 -1.86
0.58 1.56 0.71
1.34 -0.73 0.99
-0.97 0.83 1.60
-1.68 0.47 0.78
-0.18 -0.74 -1.43
1.53 -0.06 0.33
-1.32 0.26 1.12
1.06 -0.12 -1.58
1.13 -1.18 0.75
-1.11 -0.23 -1.60
-0.14 1.97 0.11
1.07 -1.13 0.90
0.15 -0.82 -1.60
0.76 -0.26 -0.21
-0.73 0.40 0.09
-1.10 0.16 -1.60
-1.99 -0.78 -0.02
-0.92 -1.04 1.45
-0.39 0.97 0.35
-0.30 -0.36 0.54
1.68 -0.75 0.68
-0.86 -1.11 0.85
-0.36 1.20 -1.14
1.71 -0.60 -0.32
-1.50 0.64 -0.39
1.10 -1.08 -0.71
0.13 -0.67 1.74

---

(3)
DFT (ωB97M-V/def2-TZVPD) results for C23H35N9O5RbS2 as an isolated structure.

Orbital gap ... 7.1 eV
Energy relative to the best compared isomer or geometry (same formula, charge and spin) ... 1.199 eV
Total charge ... -1
E_HOMO ... -0.19118 Ha

Cartesian coordinates (Å):
Rb 0.124 0.153 0.044
C -3.909 -0.247 2.472
C -2.934 0.750 1.902
N -1.727 0.932 2.278
N -1.254 0.174 3.288
C 0.066 0.168 3.654
N 0.345 -0.859 4.492
S 1.219 1.279 3.214
C -3.422 1.609 0.786
C -4.787 1.832 0.620
C -5.212 2.635 -0.426
C -4.268 3.178 -1.276
C -2.931 2.893 -1.037
N -2.510 2.134 -0.033
H -3.449 -1.019 3.082
H -4.646 0.260 3.100
H -4.444 -0.744 1.663
H -1.747 -0.675 3.519
H -0.105 -1.734 4.230
H 1.327 -1.063 4.548
H -5.508 1.393 1.296
H -6.268 2.827 -0.573
H -4.552 3.798 -2.116
H -2.165 3.258 -1.705
O 5.033 -4.582 0.166
C 3.913 -3.797 0.076
C 3.034 -3.661 1.139
C 1.913 -2.867 0.958
N 1.675 -2.219 -0.179
C 2.543 -2.319 -1.189
C 3.670 -3.127 -1.108
C 2.284 -1.523 -2.495
O 3.006 -1.848 -3.451
O 1.388 -0.641 -2.458
C 0.917 -2.708 2.116
O 1.311 -3.135 3.223
O -0.196 -2.169 1.868
H 5.056 -4.965 1.048
H 3.189 -4.144 2.096
H 4.329 -3.207 -1.960
N -2.409 -1.050 -1.209
C -1.911 -1.629 -2.473
C -2.352 -0.831 -3.706
C -1.330 0.168 -4.234
N -1.136 1.307 -3.330
H -2.045 -1.606 -0.436
H -3.412 -1.192 -1.153
H -2.244 -2.666 -2.594
H -0.819 -1.648 -2.424
H -3.301 -0.323 -3.499
H -2.541 -1.543 -4.516
H -1.694 0.562 -5.188
H -0.392 -0.366 -4.421
H -0.351 1.851 -3.676
H -0.791 0.941 -2.449
C 3.391 3.885 3.089
N 3.293 3.607 1.664
C 4.385 2.815 1.122
C 2.137 3.749 0.977
S 1.838 2.925 -0.444
N 1.223 4.614 1.552
C 1.646 5.984 1.791
C -0.166 4.505 1.137
H 3.793 3.003 3.591
H 2.404 4.086 3.497
H 4.054 4.732 3.291
H 5.313 3.141 1.595
H 4.450 2.952 0.048
H 4.230 1.751 1.322
H 2.701 6.031 2.040
H 1.074 6.411 2.617
H 1.478 6.600 0.898
H -0.476 3.464 1.153
H -0.329 4.905 0.130
H -0.771 5.070 1.850

Atomic forces in eV per Å
0.12 0.04 -0.08
-0.03 0.08 0.06
0.06 -0.09 -0.08
-0.09 0.15 0.10
0.12 0.02 0.13
0.22 0.00 0.09
-0.29 -0.21 -0.09
-0.20 0.23 -0.12
0.00 0.02 0.02
0.00 -0.02 0.00
-0.01 0.01 -0.01
-0.07 0.02 -0.01
0.10 -0.12 0.06
-0.01 0.07 -0.01
0.02 -0.05 -0.05
0.00 -0.02 -0.01
-0.01 0.00 0.01
-0.02 -0.12 -0.02
-0.03 -0.09 -0.02
0.30 0.17 0.11
0.02 0.01 0.00
0.00 0.00 0.00
0.02 -0.02 0.00
0.08 0.06 -0.05
0.00 0.01 -0.01
0.01 -0.01 0.01
0.00 -0.03 0.02
0.00 0.03 -0.11
-0.09 0.17 -0.05
-0.04 -0.14 0.05
0.06 0.04 -0.05
0.04 0.00 -0.17
-0.06 0.04 0.06
-0.13 -0.07 0.27
-0.07 -0.16 -0.05
-0.14 -0.01 0.04
0.07 0.08 0.03
0.01 -0.02 0.02
-0.01 -0.01 0.00
-0.02 0.01 0.00
0.03 -0.25 0.14
0.01 -0.05 -0.06
0.00 -0.01 0.00
0.00 0.00 0.02
0.01 0.02 -0.01
0.09 -0.03 -0.04
-0.09 0.19 -0.12
0.02 -0.04 0.04
0.05 0.02 -0.01
0.01 0.02 0.02
-0.04 0.01 0.00
0.02 0.00 -0.02
0.02 0.00 0.01
0.00 0.00 -0.02
-0.05 -0.05 0.01
0.01 -0.03 0.01
0.07 0.07 0.01
-0.06 0.02 0.03
-0.09 -0.11 0.09
0.07 0.18 -0.08
0.00 -0.02 -0.09
-0.03 -0.02 0.00
0.05 0.05 -0.02
0.00 0.00 0.00
0.02 -0.01 -0.01
0.01 0.00 0.00
-0.01 -0.01 0.01
0.00 0.01 -0.03
0.00 -0.01 0.00
0.01 0.01 -0.01
0.01 0.00 0.01
-0.01 0.01 0.00
-0.03 -0.03 0.02
0.01 0.00 0.00
0.01 -0.02 0.00

---

> Among the records above, which one has the highest orbital gap?

C23H35F8N4O2

---

> Among the records above, which one has the highest orbital gap?

C23H35F8N4O2